C32H73F3N9O5P2 | ωB97M-V/def2-TZVPD

Bonds (Å) are listed after each position.
CARTESIAN COORDINATES (ANGSTROEM)
1 C 5.86915 -1.75207 0.93728  C2 1.566, H30 1.102, H31 1.104, H32 1.103
2 C 5.10237 -1.08542 -0.25454  C1 1.566, C3 1.549, H33 1.103, H34 1.105
3 C 5.67997 0.30887 -0.60253  C2 1.549, C4 1.568, H35 1.109, H36 1.102
4 C 4.58928 1.28664 -1.16316  C3 1.568, C5 1.565, H37 1.098, H38 1.106
5 C 3.54930 1.53781 -0.02061  C4 1.565, C6 1.563, H39 1.106, H40 1.109
6 C 2.97908 2.99169 0.04086  C5 1.563, C7 1.549, H41 1.101, H42 1.106
7 C 3.03917 3.65810 1.43811  C6 1.549, C8 1.560, H43 1.107, H44 1.101
8 C 2.50161 2.78657 2.61502  C7 1.560, C9 1.549, H45 1.101, H46 1.106
9 C 1.07617 3.13270 3.11157  C8 1.549, N10 1.503, H47 1.104, H48 1.100
10 N -0.04124 2.89697 2.13508  C9 1.503, C11 1.472, C28 1.337
11 C -0.30553 4.02702 1.22936  N10 1.472, C12 1.560, H49 1.097, H50 1.100
12 C -1.61499 3.70950 0.44370  C11 1.560, C13 1.532, H51 1.099, H52 1.106
13 C -1.62997 2.25294 -0.03202  C12 1.532, C14 1.575, C21 1.547, N27 1.499
14 C -2.67178 1.43997 0.82496  C13 1.575, C15 1.552, H53 1.108, H54 1.103
15 C -2.59831 -0.09570 0.61576  C14 1.552, C16 1.577, H55 1.106, H56 1.102
16 C -3.97152 -0.76960 0.99948  C15 1.577, O17 1.427, H57 1.102, H58 1.104
17 O -3.80166 -1.91967 1.82678  C16 1.427, C18 1.400
18 C -3.71789 -3.10409 1.08437  O17 1.400, C19 1.535, O20 1.161
19 C -2.50989 -3.32132 0.16238  C18 1.535, H59 1.101, H60 1.103, H61 1.096
20 O -4.55667 -3.89402 1.22421  C18 1.161
21 C -2.05871 2.06729 -1.50692  C13 1.547, O22 1.433, H62 1.104, H63 1.104
22 O -1.63449 3.15297 -2.34024  C21 1.433, C23 1.351
23 C -1.18652 2.72752 -3.54193  O22 1.351, F24 1.331, F25 1.309, F26 1.338
24 F -1.99193 1.83250 -4.10933  C23 1.331
25 F -1.11927 3.73182 -4.37873  C23 1.309
26 F 0.04338 2.22065 -3.39605  C23 1.338
27 N -0.24153 1.70755 0.11583  C13 1.499, C28 1.407, H64 1.018
28 C 0.05047 1.72835 1.49175  N10 1.337, N27 1.407, N29 1.328
29 N 0.36048 0.58351 2.08998  C28 1.328, H65 1.012, H66 1.015
30 H 6.88180 -1.33660 1.06608  C1 1.102
31 H 5.30752 -1.57382 1.87112  C1 1.104
32 H 5.98398 -2.83709 0.77227  C1 1.103
33 H 4.03947 -1.06894 0.03793  C2 1.103
34 H 5.15975 -1.73762 -1.14475  C2 1.105
35 H 6.03157 0.75260 0.35084  C3 1.109
36 H 6.53328 0.24287 -1.29710  C3 1.102
37 H 5.02527 2.20663 -1.57401  C4 1.098
38 H 4.07061 0.70242 -1.94607  C4 1.106
39 H 4.03114 1.25237 0.93279  C5 1.106
40 H 2.68863 0.86361 -0.20588  C5 1.109
41 H 1.97646 2.98215 -0.41448  C6 1.101
42 H 3.60492 3.61129 -0.62889  C6 1.106
43 H 2.47382 4.60905 1.40531  C7 1.107
44 H 4.07653 3.93921 1.67578  C7 1.101
45 H 2.59743 1.70442 2.43394  C8 1.101
46 H 3.17150 2.98048 3.47382  C8 1.106
47 H 0.83924 2.57607 4.03563  C9 1.104
48 H 1.06703 4.19648 3.39104  C9 1.100
49 H -0.47315 4.94761 1.80131  C11 1.097
50 H 0.49312 4.18907 0.49096  C11 1.100
51 H -1.79583 4.47115 -0.32707  C12 1.099
52 H -2.43985 3.81679 1.17282  C12 1.106
53 H -3.66044 1.75062 0.43409  C14 1.108
54 H -2.65454 1.72856 1.88948  C14 1.103
55 H -2.39857 -0.35459 -0.44036  C15 1.106
56 H -1.82742 -0.57561 1.23950  C15 1.102
57 H -4.54652 -0.01178 1.55488  C16 1.102
58 H -4.51337 -0.98679 0.06299  C16 1.104
59 H -1.70924 -2.64020 0.49101  C19 1.101
60 H -2.82671 -3.06319 -0.86222  C19 1.103
61 H -2.14138 -4.35199 0.21369  C19 1.096
62 H -3.15723 2.00266 -1.59651  C21 1.104
63 H -1.64766 1.10551 -1.86075  C21 1.104
64 H -0.19794 0.74792 -0.22242  N27 1.018
65 H 0.85417 -0.17866 1.64381  N29 1.012
66 H 0.02568 0.42327 3.03451  N29 1.015
67 O 5.61410 -5.91074 0.65299  P68 1.527
68 P 5.56705 -6.79411 1.89751  O67 1.527, N69 1.712, N72 1.743, N75 1.797
69 N 6.66086 -7.97068 1.30598  P68 1.712, C70 1.443, C71 1.455
70 C 6.52487 -9.40643 1.26934  N69 1.443, H78 1.101, H79 1.093, H80 1.088
71 C 8.05947 -7.58978 1.42960  N69 1.455, H81 1.100, H82 1.093, H83 1.092
72 N 3.88218 -7.19860 1.70624  P68 1.743, C73 1.458, C74 1.460
73 C 3.45314 -8.09003 0.63494  N72 1.458, H84 1.096, H85 1.092, H86 1.091
74 C 3.03364 -6.01046 1.70905  N72 1.460, H87 1.097, H88 1.095, H89 1.093
75 N 5.54212 -7.56433 3.52132  P68 1.797, C76 1.451, C77 1.472
76 C 4.60251 -8.60432 3.89505  N75 1.451, H90 1.095, H91 1.094, H92 1.088
77 C 5.59495 -6.56104 4.59774  N75 1.472, H93 1.098, H94 1.095, H95 1.092
78 H 6.75879 -9.87824 2.23616  C70 1.101
79 H 7.20788 -9.82776 0.52716  C70 1.093
80 H 5.53442 -9.72807 0.95580  C70 1.088
81 H 8.44930 -7.81301 2.43383  C71 1.100
82 H 8.18711 -6.51914 1.24951  C71 1.093
83 H 8.67559 -8.10561 0.69051  C71 1.092
84 H 3.92464 -7.85447 -0.32598  C73 1.096
85 H 2.37027 -8.04340 0.49987  C73 1.092
86 H 3.65578 -9.13058 0.89078  C73 1.091
87 H 3.05310 -5.48790 0.74489  C74 1.097
88 H 3.36178 -5.30312 2.47810  C74 1.095
89 H 2.00019 -6.28080 1.94180  C74 1.093
90 H 3.58486 -8.22870 4.04399  C76 1.095
91 H 4.93595 -9.05657 4.83413  C76 1.094
92 H 4.56605 -9.41158 3.16650  C76 1.088
93 H 4.64620 -6.01520 4.68951  C77 1.098
94 H 6.38583 -5.83176 4.39516  C77 1.095
95 H 5.82434 -7.02524 5.55901  C77 1.092
96 O -6.11891 6.92022 -4.50552  P97 1.521
97 P -6.24923 6.00464 -3.29769  O96 1.521, N98 1.714, N101 1.738, N104 1.798
98 N -5.15692 4.80865 -3.85967  P97 1.714, C99 1.438, C100 1.452
99 C -5.32341 3.38135 -3.92189  N98 1.438, H107 1.106, H108 1.094, H109 1.087
100 C -3.75849 5.15385 -3.67327  N98 1.452, H110 1.101, H111 1.093, H112 1.086
101 N -7.92759 5.63981 -3.56342  P97 1.738, C102 1.459, C103 1.465
102 C -8.32938 4.77408 -4.66644  N101 1.459, H113 1.096, H114 1.092, H115 1.092
103 C -8.75407 6.84904 -3.57434  N101 1.465, H116 1.095, H117 1.094, H118 1.092
104 N -6.35361 5.23449 -1.67675  P97 1.798, C105 1.450, C106 1.473
105 C -7.32936 4.21500 -1.34209  N104 1.450, H119 1.094, H120 1.096, H121 1.089
106 C -6.32116 6.23756 -0.59867  N104 1.473, H122 1.097, H123 1.095, H124 1.093
107 H -5.14083 2.89060 -2.94791  C99 1.106
108 H -4.61954 2.95217 -4.64069  C99 1.094
109 H -6.30694 3.08626 -4.27988  C99 1.087
110 H -3.42135 4.90756 -2.65442  C100 1.101
111 H -3.59686 6.22323 -3.83243  C100 1.093
112 H -3.12538 4.63715 -4.38868  C100 1.086
113 H -7.81441 5.01481 -5.60325  C102 1.096
114 H -9.40389 4.84534 -4.84483  C102 1.092
115 H -8.15827 3.72459 -4.41960  C102 1.092
116 H -8.68476 7.38575 -4.52593  C103 1.095
117 H -8.44414 7.53656 -2.78121  C103 1.094
118 H -9.80025 6.59643 -3.38864  C103 1.092
119 H -8.34321 4.61246 -1.23380  C105 1.094
120 H -7.04477 3.75386 -0.38974  C105 1.096
121 H -7.35463 3.40898 -2.07334  C105 1.089
122 H -7.25958 6.80361 -0.54375  C106 1.097
123 H -5.50778 6.94966 -0.77001  C106 1.095
124 H -6.13981 5.76900 0.37195  C106 1.093

E_HOMO	-9.449	eV
net charge	+1
electronic energy	-3113.9583	Ha
strongest force on any atom	0.141	Eh/bohr
relative energy (zero: lowest compared OMol25 entry of this formula, charge and spin)	358.8	kJ/mol
HOMO-LUMO gap	6.159	eV